Density functional theory data (wB97M-V/def2-TZVPD) for a 2-piece molecular cluster, C4H9N overall.

Atoms and positions in Å:
1 H 2.428 2.289 -1.923
2 C -1.664 -2.245 0.862
3 H -1.746 -3.011 1.574
4 H -2.189 -2.537 0.032
5 H 1.177 -1.798 1.579
6 H -0.325 2.871 -1.847
7 C 0.443 2.110 -1.690
8 H 0.606 -0.109 2.030
9 C -0.814 -1.296 0.863
10 N 1.556 2.681 -2.002
11 C 0.298 -1.102 1.809
12 H -0.801 -0.560 0.060
13 H 0.131 -1.837 2.759
14 H 0.255 1.128 -1.314

**2S+1**: 1
**Orbital gap**: 10.757 eV
**Structure (SMILES)**: C=CC.C=N
**Energy above the lowest of the compared OMol25 structures with the same formula, charge and spin**: 2.835 eV

Density functional theory data (wB97M-V/def2-TZVPD) for one molecule with the formula C6H9NO.

Atoms and positions in Å:
1 H -1.796 0.192 0.271
2 H -1.030 1.255 -1.760
3 H 1.474 0.653 1.512
4 H -1.630 -2.123 0.766
5 O 2.458 -0.461 -0.293
6 H -0.529 -2.579 -0.581
7 C 0.450 0.554 1.188
8 C 0.207 -0.769 0.506
9 C 0.138 1.531 -0.036
10 H -0.283 0.750 1.999
11 C 1.351 -0.872 -0.489
12 H 1.028 -1.190 -1.517
13 C -0.995 -0.322 -0.329
14 H -0.646 2.306 0.231
15 N -0.378 0.721 -1.184
16 C -0.850 -1.760 0.078
17 H 1.033 2.114 -0.361

**2S+1**: 1
**Orbital gap**: 9.915 eV
**Structure (SMILES)**: O=C[C@@]12CCN[C@H]1C2
**Energy above the lowest of the compared OMol25 structures with the same formula, charge and spin**: 4.201 eV

Density functional theory data (wB97M-V/def2-TZVPD) for a 3-piece molecular cluster, C2H10N2O3 overall.

Atoms and positions in Å:
1 H 0.338 0.785 1.931
2 H 1.986 0.442 1.503
3 O 1.510 -0.443 -0.794
4 C -0.876 -0.795 -0.053
5 H 1.975 -2.505 -2.007
6 N -2.019 0.206 -0.386
7 H -1.025 -1.196 0.939
8 O 1.654 -3.383 -2.267
9 H -2.913 -0.078 -0.749
10 C 0.632 -0.320 0.034
11 H -1.781 1.095 -0.731
12 O -0.079 3.279 1.397
13 H 0.503 3.842 1.974
14 H -0.921 3.771 1.482
15 H 0.776 -3.375 -2.738
16 N 1.002 0.332 1.296
17 H -0.762 -1.656 -0.833

**2S+1**: 1
**Orbital gap**: 9.767 eV
**Structure (SMILES)**: NCC(N)=O.O.O
**Energy above the lowest of the compared OMol25 structures with the same formula, charge and spin**: 1.915 eV

Density functional theory data (wB97M-V/def2-TZVPD) for a 11-piece molecular cluster, C39H68BN2O23S7 overall.

Atoms and positions in Å:
1 O -22.308 -0.033 11.154
2 H -25.258 2.904 14.650
3 H -18.910 9.015 6.758
4 O -22.229 13.464 11.485
5 O -22.714 7.810 8.954
6 H -22.056 -0.248 6.800
7 H -30.246 6.522 10.036
8 H -26.020 7.134 10.653
9 H -25.574 3.791 10.825
10 H -25.077 5.322 11.524
11 H -23.680 10.201 13.080
12 O -27.528 7.289 13.040
13 H -24.510 4.959 4.638
14 H -22.381 12.520 6.763
15 C -16.836 6.911 12.261
16 S -19.054 11.275 7.178
17 C -24.537 4.919 8.403
18 H -17.346 12.231 8.502
19 C -18.778 12.318 11.586
20 H -21.033 -1.587 9.288
21 C -22.899 11.661 7.187
22 H -20.302 11.789 13.936
23 C -19.660 4.870 5.781
24 H -23.180 8.122 5.014
25 O -23.112 3.889 6.676
26 O -27.689 3.440 12.250
27 C -24.562 6.982 3.795
28 H -23.683 1.208 8.171
29 C -29.497 8.001 11.380
30 C -21.657 7.015 10.818
31 C -20.742 11.770 12.937
32 H -24.780 1.561 11.891
33 C -21.545 1.295 8.158
34 O -19.803 12.163 8.043
35 H -19.274 3.877 5.564
36 O -19.347 11.154 5.743
37 H -28.064 5.597 10.709
38 H -19.818 5.480 4.896
39 H -22.913 7.109 15.558
40 H -26.294 1.724 13.879
41 C -18.665 5.554 6.626
42 H -29.499 8.010 9.283
43 B -22.931 6.350 9.087
44 H -18.173 12.079 10.711
45 H -23.099 2.190 9.527
46 C -24.302 11.491 6.589
47 S -27.764 8.202 11.946
48 H -16.050 10.209 8.924
49 C -24.154 9.850 13.997
50 C -23.274 10.088 15.205
51 H -19.365 10.212 11.965
52 O -24.136 7.698 12.426
53 H -23.758 9.924 16.165
54 O -26.024 9.717 7.762
55 H -30.016 7.382 12.107
56 O -21.089 7.043 11.862
57 H -18.528 5.623 12.259
58 C -22.988 11.888 8.706
59 H -26.998 8.257 9.752
60 H -24.509 4.945 2.910
61 H -23.586 1.643 13.183
62 H -16.289 9.579 7.382
63 O -25.213 7.407 2.875
64 O -25.483 4.184 8.402
65 C -19.562 13.604 11.389
66 C -18.069 9.306 8.753
67 H -23.255 12.951 8.742
68 C -25.145 4.258 11.723
69 C -21.975 8.204 9.948
70 S -22.964 -0.180 9.883
71 S -21.101 13.468 12.380
72 O -21.016 14.398 13.493
73 H -18.551 6.826 11.043
74 C -21.872 -1.116 8.782
75 N -17.933 6.146 7.284
76 H -20.564 4.818 6.389
77 O -24.354 5.985 9.162
78 H -16.704 11.872 6.892
79 H -22.262 10.791 7.002
80 C -24.425 2.171 12.730
81 H -25.184 10.200 14.034
82 C -25.555 2.501 13.685
83 H -20.155 9.312 7.996
84 O -22.400 5.642 7.889
85 C -28.103 6.433 10.008
86 C -19.125 9.514 7.700
87 H -29.904 9.007 11.327
88 S -25.472 11.044 7.937
89 N -15.704 7.069 12.366
90 H -24.261 7.136 5.916
91 C -17.273 11.471 7.728
92 O -22.138 5.916 10.231
93 H -20.760 1.693 8.808
94 C -22.073 9.135 15.008
95 O -27.394 9.599 12.036
96 O -25.219 7.420 14.701
97 H -24.583 11.281 10.136
98 C -24.151 5.513 3.763
99 H -17.734 8.270 8.739
100 C -18.252 6.662 12.078
101 H -19.110 14.488 11.841
102 H -27.848 6.063 9.015
103 C -22.882 1.328 8.902
104 H -23.465 3.991 12.940
105 H -21.984 7.054 14.206
106 C -22.619 7.769 14.738
107 H -18.243 9.781 9.715
108 O -21.601 9.320 10.170
109 C -24.114 11.022 9.186
110 H -21.695 11.256 13.069
111 C -21.416 -0.159 7.681
112 H -23.069 5.396 3.882
113 C -29.406 7.215 10.019
114 H -23.776 9.991 9.257
115 H -21.521 9.154 15.958
116 C -16.845 10.069 8.183
117 H -21.259 9.424 14.342
118 O -26.297 12.204 8.115
119 H -18.878 7.276 12.719
120 H -20.431 -0.411 7.285
121 H -22.057 11.806 9.254
122 C -24.212 7.765 5.028
123 C -27.048 7.425 10.465
124 H -22.436 -1.926 8.318
125 H -24.933 8.580 5.043
126 H -18.052 12.418 12.395
127 C -19.815 11.202 11.877
128 S -24.212 8.017 13.843
129 H -21.525 1.988 7.316
130 O -24.339 -0.643 9.789
131 H -19.886 13.903 10.393
132 H -23.118 3.408 11.330
133 H -24.331 10.815 5.737
134 H -20.427 11.039 10.982
135 O -26.561 4.868 13.913
136 H -24.658 12.452 6.216
137 H -22.884 11.109 15.188
138 C -23.280 4.740 7.500
139 S -26.463 3.840 12.893
140 C -23.900 3.459 12.080

**2S+1**: 1
**Orbital gap**: 9.178 eV
**Total charge**: -1

Density functional theory data (wB97M-V/def2-TZVPD) for a 2-piece molecular cluster, C2H6O2 overall.

Atoms and positions in Å:
1 O -1.839 -0.405 0.532
2 C -2.232 0.579 -0.079
3 H -3.259 0.880 0.121
4 H 3.213 0.090 -0.055
5 H 1.786 -1.208 -1.104
6 H 0.978 -1.156 0.417
7 H 0.432 -0.002 -0.562
8 H -1.652 1.176 -0.883
9 C 1.344 -0.582 -0.375
10 O 2.318 0.436 0.067

**2S+1**: 2
**⟨S²⟩**: 0.757
**Orbital gap (alpha / beta)**: 11.922 / 3.623 eV
**Energy above the lowest of the compared OMol25 structures with the same formula, charge and spin**: 2.852 eV
**Total charge**: +1

Density functional theory data (wB97M-V/def2-TZVPD) for a 2-piece molecular cluster, C5H10O overall.

Atoms and positions in Å:
1 H 1.346 1.463 0.165
2 C 0.269 1.423 0.008
3 H -1.161 -1.014 1.181
4 O 2.789 -0.015 0.673
5 H -0.234 1.654 0.955
6 C 1.987 -0.909 0.777
7 H -0.003 2.205 -0.710
8 H 0.296 -0.218 -1.461
9 H -1.001 -1.952 -0.374
10 C -0.250 0.130 -0.583
11 H 1.281 -0.977 1.626
12 C -1.038 -0.972 0.100
13 H -2.201 -0.087 -1.631
14 C -1.744 0.100 -0.669
15 H 1.890 -1.699 0.011
16 H -2.227 0.868 -0.068

**2S+1**: 1
**Orbital gap**: 10.975 eV
**Structure (SMILES)**: CC1CC1.C=O
**Energy above the lowest of the compared OMol25 structures with the same formula, charge and spin**: 2.167 eV

Per-record E, eV: -5780.97728; -9901.40347; -11358.11884; -168146.57199; -6253.92336; -7392.59863
Per-record largest force on an atom, eV Å⁻¹: 5.46; 2.28; 3.77; 3.14; 4.25; 0.68